{
  "formula": "C25H34NO2RuSi",
  "method": "ωB97M-V/def2-TZVPD",
  "gap_ev": [6.521, 6.847],
  "s_squared": 6.047,
  "e_tot_ha": -1562.321238,
  "total_charge": 1,
  "spin_multiplicity": 5,
  "elements": ["Ru", "Si", "O", "O", "N", "C", "C", "C", "C", "C", "C", "C", "C", "C", "C", "C", "C", "C", "C", "C", "C", "C", "C", "C", "C", "C", "C", "C", "C", "C", "H", "H", "H", "H", "H", "H", "H", "H", "H", "H", "H", "H", "H", "H", "H", "H", "H", "H", "H", "H", "H", "H", "H", "H", "H", "H", "H", "H", "H", "H", "H", "H", "H", "H"],
  "positions_angstrom": [[-0.136442, -0.261893, 0.820047], [-0.203102, 0.315331, 4.243292], [-3.393938, 1.217629, -2.033365], [-0.542098, 0.450232, 2.655456], [-1.533422, 1.750970, -3.386533], [-2.208105, -1.762084, 1.142795], [2.161001, 2.498537, -3.103694], [2.219703, 0.142078, -4.599103], [3.385313, 1.944626, -3.485396], [1.348488, 1.307154, 0.200448], [2.575379, 0.179084, 1.811030], [-0.132874, -2.628523, 1.600804], [3.416812, 0.765348, -4.231757], [0.698937, 1.869680, 4.801667], [-3.472720, -1.527146, -1.514774], [-1.322220, -2.225011, -2.589328], [-1.944135, -1.373936, -1.469100], [-0.151342, -2.286347, 0.205653], [-2.230586, 1.073847, -2.388790], [-1.453700, -1.763891, -0.082319], [-0.325651, 2.499736, -2.999256], [0.959191, 1.872113, -3.446690], [0.872277, -1.168542, 4.700726], [1.575421, -0.062192, -0.275720], [-1.381118, 0.081192, -1.624099], [0.986725, 0.701831, -4.216533], [-1.406223, -2.340080, 2.141840], [1.974081, 1.415478, 1.484948], [-1.859577, 0.185013, 5.123860], [2.224328, -0.764991, 0.819894], [1.522801, -0.371925, -1.312322], [-3.870385, -1.350925, -2.518662], [0.027659, 0.253819, -4.520187], [0.837002, 1.849282, 5.893139], [-0.234856, -2.071752, -2.674322], [-1.728883, 0.123750, 6.211310], [-1.768075, -1.934971, -3.553873], [-0.410818, 3.500885, -3.433674], [1.140322, -1.075163, 5.764204], [-1.294520, 0.558981, -0.587561], [0.112772, 2.761002, 4.545659], [4.361732, 0.331234, -4.546513], [-0.385182, 0.028181, -2.091635], [-2.418704, -0.699775, 4.792552], [0.345892, -2.123511, 4.563139], [-0.310693, 2.640839, -1.901623], [-3.970949, -0.852532, -0.812084], [-3.724428, -2.563767, -1.232655], [-2.165269, 2.264163, -3.984043], [0.693042, -3.094789, 2.110965], [-2.465876, 1.068226, 4.896937], [0.576593, -2.544949, -0.547773], [3.255144, -0.005485, 2.638198], [2.484547, -1.816604, 0.831727], [1.009902, 2.124374, -0.433078], [1.804980, -1.209481, 4.119816], [-1.517822, -3.291093, -2.415461], [2.007852, 2.315739, 2.089964], [2.209336, -0.776748, -5.194264], [4.317683, 2.433491, -3.201279], [-3.231708, -1.398413, 1.234950], [1.688706, 1.968717, 4.334423], [-1.728594, -2.575308, 3.157703], [2.130363, 3.429262, -2.529695]],
  "forces_ev_per_a": [[-0.6, 0.2, 3.9], [-0.1, 0.3, 1.0], [1.2, 0.3, -1.4], [0.0, -0.2, -1.5], [-1.0, 0.0, 0.3], [0.1, 0.2, -1.2], [0.2, -0.2, 0.0], [-0.4, 0.2, 0.1], [-0.2, 0.0, 0.0], [1.6, -0.2, 0.1], [-0.1, -0.8, -0.5], [-0.8, -0.6, 0.5], [-0.4, -0.2, -0.1], [0.0, -0.1, 0.0], [-0.1, -0.2, 0.2], [0.1, -0.1, 0.1], [0.1, 0.5, 0.0], [-0.4, -0.1, -0.4], [-0.7, 0.1, 1.0], [-0.7, -1.0, -0.4], [-0.4, -0.1, 0.1], [0.6, -0.4, -0.4], [-0.1, 0.0, -0.2], [0.0, 0.8, 0.0], [0.1, 0.2, 0.0], [0.2, 0.0, 0.1], [1.0, -0.5, 0.2], [-0.4, 0.4, -1.4], [0.2, 0.0, 0.0], [1.0, 0.8, 0.2], [0.2, 0.0, 0.1], [0.1, 0.1, 0.2], [0.6, 0.2, 0.1], [0.0, 0.1, -0.3], [-0.3, -0.1, 0.1], [-0.1, 0.0, -0.2], [0.1, -0.1, 0.3], [0.0, -0.1, 0.1], [-0.1, -0.1, -0.3], [-0.3, 0.1, -1.0], [0.1, -0.1, 0.1], [-0.1, 0.1, 0.1], [-0.3, 0.0, 0.4], [0.1, 0.1, 0.1], [0.1, 0.2, 0.1], [-0.1, 0.0, -0.4], [0.0, -0.1, -0.3], [0.1, 0.3, -0.1], [0.0, 0.2, 0.1], [0.0, 0.1, 0.1], [0.0, -0.1, 0.1], [0.0, -0.2, 0.1], [-0.5, 0.0, 0.1], [0.1, 0.2, -0.1], [0.0, -0.2, 0.4], [-0.2, 0.0, 0.2], [0.0, 0.2, -0.1], [-0.1, -0.2, -0.1], [0.2, 0.4, 0.2], [-0.3, -0.1, -0.1], [0.4, -0.1, 0.1], [-0.2, 0.0, 0.2], [0.2, 0.4, -0.3], [0.1, -0.2, -0.2]]
}


{
  "formula": "C4H6N2O",
  "method": "ωB97M-V/def2-TZVPD",
  "gap_ev": [8.036, 8.037],
  "smiles": "Cc1ncc(O)[nH]1",
  "e_tot_ha": -340.681755,
  "e_above_lowest_kcal_mol": 71.0,
  "spin_multiplicity": 1,
  "elements": ["O", "N", "N", "C", "C", "C", "C", "H", "H", "H", "H", "H", "H"],
  "positions_angstrom": [[1.469800, 0.837249, -1.723832], [-1.176015, 0.492925, -0.285770], [0.723849, -0.658594, -0.071512], [-0.618175, 0.308718, -1.481325], [-0.576602, -0.226176, 2.013778], [-0.336500, -0.130821, 0.552937], [0.625495, -0.332826, -1.446088], [-1.392120, 0.452825, 2.269565], [0.318310, 0.054853, 2.579019], [1.446514, 0.984152, -2.670722], [-0.859506, -1.245023, 2.288433], [-0.992658, 0.772051, -2.387544], [1.367607, -1.309334, 0.363061]],
  "forces_ev_per_a": [[1.7, -0.9, -0.6], [-0.5, -0.6, -0.1], [0.0, 0.4, 0.2], [-0.9, -0.2, 0.1], [-0.1, -0.1, 0.1], [0.0, -0.3, 0.2], [-0.5, 1.2, 0.3], [0.1, -0.2, 0.0], [-0.1, -0.1, -0.1], [0.3, -0.1, -0.3], [0.0, 0.1, 0.1], [-0.1, 0.2, 0.3], [0.0, 0.5, -0.2]]
}


{
  "formula": "C6H16NO",
  "method": "ωB97M-V/def2-TZVPD",
  "gap_ev": 6.938,
  "e_tot_ha": -368.182790,
  "e_above_lowest_kcal_mol": 6.5,
  "total_charge": -1,
  "spin_multiplicity": 1,
  "elements": ["O", "N", "C", "C", "C", "C", "C", "C", "H", "H", "H", "H", "H", "H", "H", "H", "H", "H", "H", "H", "H", "H", "H", "H"],
  "positions_angstrom": [[0.070484, -0.943129, -0.353669], [-0.698806, -2.849092, 0.877630], [1.582707, 1.259909, 0.743111], [1.221569, 1.433697, -1.746003], [-0.714940, 1.883698, -0.272805], [-0.318210, -2.226878, -0.422820], [-1.878385, -2.199641, 1.447004], [0.795974, 1.949770, -0.370534], [0.482558, -2.890372, -0.825437], [-1.225862, -2.409688, -1.058858], [-1.178869, 2.656314, -0.903427], [-1.783914, -1.107285, 1.416647], [-1.152116, 2.065635, 0.715646], [1.082905, 3.016085, -0.350712], [-1.025792, 0.878556, -0.571073], [2.298787, 1.569832, -1.887193], [1.255169, 1.427301, 1.775150], [-2.763827, -2.495975, 0.881481], [0.095864, -2.731271, 1.497475], [0.688155, 2.031769, -2.497727], [-1.955810, -2.531920, 2.485665], [2.617692, 1.631485, 0.729131], [1.584686, 0.182332, 0.579175], [0.919979, 0.398867, -1.887858]],
  "forces_ev_per_a": [[-0.4, -0.7, -0.1], [-0.3, -0.4, -0.2], [0.6, -0.1, 0.1], [-0.2, 0.5, -0.2], [-0.8, 0.0, 0.1], [0.3, 0.4, 0.0], [0.9, 0.0, 0.1], [0.3, 0.6, 0.2], [-0.1, -0.2, 0.0], [0.1, 0.0, 0.0], [0.1, -0.2, -0.2], [-0.1, 0.1, 0.0], [0.4, 0.0, 0.2], [-0.1, -0.1, 0.1], [-0.1, 0.1, 0.0], [0.0, -0.1, -0.1], [-0.5, 0.2, -0.2], [-0.1, 0.0, 0.1], [-0.1, 0.2, 0.0], [0.2, 0.0, -0.1], [-0.4, 0.1, 0.0], [0.0, -0.1, -0.1], [-0.1, 0.0, 0.0], [0.1, -0.2, 0.3]]
}


{
  "formula": "C5H11NO",
  "method": "ωB97M-V/def2-TZVPD",
  "gap_ev": 10.178,
  "smiles": "CC(C)N(C)C=O",
  "e_tot_ha": -327.114133,
  "e_above_lowest_kcal_mol": 10.8,
  "spin_multiplicity": 1,
  "elements": ["O", "N", "C", "C", "C", "C", "C", "H", "H", "H", "H", "H", "H", "H", "H", "H", "H", "H"],
  "positions_angstrom": [[1.073599, 1.793823, -1.903426], [0.757576, 0.384163, -0.114254], [1.446516, -0.385334, 0.900695], [-1.535195, 0.640831, 0.742172], [-0.909709, -1.340707, -0.720510], [-0.658997, 0.132723, -0.404633], [1.470493, 1.243257, -0.895421], [1.423454, -1.456814, 0.669897], [-0.248361, -1.676082, -1.526219], [-0.739534, -1.974097, 0.157849], [-1.382891, 1.714157, 0.893403], [2.496345, -0.079432, 0.918900], [-1.945112, -1.494742, -1.041795], [-0.870334, 0.723340, -1.301086], [-1.299043, 0.123239, 1.679500], [-2.597144, 0.472286, 0.530712], [2.487163, 1.412887, -0.489165], [1.031172, -0.233505, 1.903379]],
  "forces_ev_per_a": [[0.0, 0.0, 0.3], [0.1, 0.1, -0.2], [0.1, -0.1, 0.1], [0.0, 0.0, 0.1], [0.0, -0.1, 0.0], [-0.1, 0.0, -0.1], [-0.1, 0.0, 0.0], [0.0, 0.2, 0.1], [-0.1, 0.0, 0.1], [0.0, 0.1, -0.1], [0.0, -0.2, 0.0], [-0.2, 0.0, 0.0], [0.2, 0.1, 0.1], [0.1, -0.1, 0.1], [-0.1, 0.1, -0.1], [0.2, 0.0, 0.0], [-0.1, -0.1, -0.2], [0.0, 0.0, -0.2]]
}


{
  "formula": "C23H24BFN10Pt",
  "method": "ωB97M-V/def2-TZVPD",
  "gap_ev": [8.200, 6.903],
  "s_squared": 0.754,
  "e_tot_ha": -1682.297071,
  "e_above_lowest_kcal_mol": 31.6,
  "total_charge": 1,
  "spin_multiplicity": 2,
  "elements": ["Pt", "F", "N", "N", "N", "N", "N", "N", "N", "N", "N", "N", "C", "C", "C", "C", "C", "C", "C", "C", "C", "C", "C", "C", "C", "C", "C", "C", "C", "C", "C", "C", "C", "C", "C", "B", "H", "H", "H", "H", "H", "H", "H", "H", "H", "H", "H", "H", "H", "H", "H", "H", "H", "H", "H", "H", "H", "H", "H", "H"],
  "positions_angstrom": [[-0.308837, -0.246410, 0.970966], [-4.539796, -4.689303, 0.943373], [3.216534, 0.040106, -2.305504], [0.728992, -1.898577, -0.166651], [2.641525, 0.102095, 0.125528], [3.429019, -0.805832, -3.340279], [1.825605, 0.275002, 1.171464], [-1.123441, 2.580662, 1.612618], [0.976911, 0.885914, -1.608496], [-0.150281, 0.904682, -0.886833], [1.443355, -1.535876, -1.274939], [-1.452520, 1.309795, 1.941405], [4.443877, -0.314575, -4.022836], [3.899410, 0.000373, 1.942169], [-3.239611, 2.636357, 2.114897], [-3.636936, -3.700864, 0.989824], [4.912252, 0.885388, -3.443220], [0.829994, -3.646856, -1.545688], [-3.546922, 0.142453, 2.678200], [-2.561269, -1.848103, -0.047961], [-2.755129, 1.327026, 2.249724], [-0.368458, 2.365130, -2.550534], [2.562727, 0.218178, 2.276767], [4.104098, 1.075390, -2.359209], [-0.976175, 1.794102, -1.433470], [0.352752, -3.166284, -0.334453], [-1.841908, -2.600800, 2.116968], [-2.171044, 3.412278, 1.715744], [-2.807679, -3.600827, 2.088898], [-3.545895, -2.825739, -0.077172], [1.510262, -2.585643, -2.111041], [-1.724526, -1.722133, 1.055115], [0.868610, 1.752904, -2.628290], [-2.070424, 4.866288, 1.414970], [3.903614, -0.076734, 0.565627], [2.100560, -0.133554, -1.303963], [-4.247629, 2.957937, 2.314958], [-1.309086, 5.346091, 2.031397], [4.803007, -0.826261, -4.901506], [2.122742, 0.366945, 3.250102], [-1.805690, 5.027794, 0.369105], [-2.456440, -1.183441, -0.896679], [-3.022303, 5.352766, 1.608816], [-0.212607, -3.682429, 0.421693], [-0.778659, 3.115280, -3.203809], [-1.962596, 1.963186, -1.030115], [5.721728, 1.508764, -3.781989], [-4.368619, 0.469975, 3.312584], [0.711697, -4.632814, -1.959078], [4.716831, -0.233813, -0.122456], [-2.935905, -0.568114, 3.225643], [-0.160889, 2.829811, 1.453020], [-4.218173, -2.927176, -0.918720], [4.738058, -0.108372, 2.607208], [4.094057, 1.869894, -1.628913], [-3.972302, -0.368012, 1.813495], [1.658590, 1.876791, -3.350408], [2.055328, -2.499807, -3.033777], [-1.186023, -2.531128, 2.977905], [-2.914366, -4.299901, 2.907790]],
  "forces_ev_per_a": [[1.2, -2.2, -0.3], [-0.1, 0.0, 0.1], [0.2, 0.1, 0.0], [-0.7, 1.3, 0.5], [0.5, 0.1, -0.2], [-0.1, -0.2, -0.1], [-0.4, 0.9, 0.3], [0.1, 0.2, 0.0], [0.1, 0.2, -0.1], [-0.5, 0.0, 0.3], [0.0, -0.3, 0.0], [0.5, -1.2, -0.6], [-0.1, 0.2, 0.2], [0.0, -0.1, 0.0], [0.1, -0.1, 0.1], [0.1, 0.0, 0.0], [0.1, -0.1, -0.2], [0.0, 0.0, 0.0], [0.0, 0.0, 0.0], [-0.3, -0.1, 0.1], [-0.2, 0.3, 0.0], [-0.1, 0.0, 0.1], [0.2, 0.1, 0.0], [-0.1, 0.1, 0.1], [0.0, 0.0, -0.2], [0.1, -0.2, 0.0], [0.2, 0.1, 0.2], [-0.1, 0.0, 0.0], [0.1, -0.1, 0.0], [0.1, -0.1, -0.1], [-0.1, 0.0, 0.1], [-0.7, 1.3, -0.6], [-0.1, 0.1, 0.0], [0.1, 0.0, 0.0], [0.0, 0.0, 0.1], [0.0, -0.2, 0.0], [0.0, 0.1, 0.0], [0.0, 0.0, 0.0], [0.0, 0.0, 0.0], [-0.1, -0.1, 0.0], [0.0, 0.0, 0.0], [0.0, 0.0, 0.0], [0.0, 0.0, 0.0], [-0.1, 0.1, -0.1], [0.0, 0.0, 0.0], [0.0, 0.0, 0.1], [0.0, 0.0, 0.0], [0.0, 0.0, 0.0], [0.0, 0.0, 0.0], [0.0, -0.1, 0.0], [0.0, 0.0, 0.0], [0.0, -0.1, -0.1], [0.0, 0.0, 0.0], [0.0, 0.1, 0.0], [0.0, 0.0, 0.0], [0.0, 0.0, 0.0], [0.0, -0.1, 0.1], [0.0, 0.0, 0.0], [0.0, 0.0, 0.0], [0.0, 0.0, 0.0]]
}


{
  "formula": "C5H11NO",
  "method": "ωB97M-V/def2-TZVPD",
  "gap_ev": 9.898,
  "smiles": "CCC(=O)N(C)C",
  "e_tot_ha": -327.088028,
  "e_above_lowest_kcal_mol": 27.2,
  "spin_multiplicity": 1,
  "elements": ["O", "N", "C", "C", "C", "C", "C", "H", "H", "H", "H", "H", "H", "H", "H", "H", "H", "H"],
  "positions_angstrom": [[-1.715976, 1.278385, -0.121379], [-0.662737, -0.705036, -0.226067], [1.498355, 1.811151, 0.439005], [-0.716298, 0.658535, -0.445203], [0.424770, -1.457699, 0.240867], [-1.963196, -1.363453, -0.060753], [0.616388, 1.287780, -0.741104], [1.412889, 1.093293, 1.253828], [0.415811, -2.502769, -0.064423], [1.416215, -1.051500, -0.003544], [-2.043388, -1.726986, 0.989008], [2.527053, 1.695136, 0.104820], [1.321531, 2.763085, 0.933546], [0.486300, 2.102161, -1.451008], [1.281250, 0.614337, -1.267725], [-2.009021, -2.234239, -0.714181], [0.467480, -1.606148, 1.355005], [-2.757418, -0.656036, -0.220688]],
  "forces_ev_per_a": [[0.1, 0.4, -1.2], [-2.0, 0.1, -1.0], [-0.4, -1.4, 0.4], [0.9, -0.4, 2.8], [2.1, -0.9, 1.4], [0.8, -0.4, 1.2], [0.9, 1.4, -0.6], [0.0, -0.2, 0.2], [-0.2, 0.0, -0.7], [-0.5, 0.0, -0.2], [-0.1, 0.2, -0.5], [0.1, 0.5, 0.1], [-0.3, 0.3, -0.7], [-0.4, 0.2, 0.0], [-0.2, -0.5, -0.2], [-0.1, 0.0, -0.1], [-0.4, 0.7, -0.5], [-0.2, 0.1, -0.3]]
}